An isolated molecule of C19H24ClN3OS2, computed with ωB97M-V with the def2-TZVPD basis set.

```
! wB97M-V def2-TZVPD RIJCOSX def2/J DEFGRID3
* xyz 0 1
S -0.08139 -1.57391 0.05260
C 0.30143 -0.05711 0.59254
N 1.58229 0.42476 0.58229
C 2.76616 -0.26904 0.33438
C 3.82170 0.43621 -0.24366
C 5.03724 -0.17559 -0.47362
C 5.20586 -1.50552 -0.12142
Cl 6.72504 -2.27936 -0.41137
C 4.17275 -2.21448 0.46887
C 2.95893 -1.59759 0.70321
N -0.65246 0.78684 1.05690
C -2.05118 0.45136 0.87944
C -2.54684 0.73789 -0.53940
C -4.01410 0.33782 -0.69063
N -4.26986 -1.01074 -0.22198
C -3.68160 -2.03492 -1.07215
C -3.92432 -3.40595 -0.44462
O -5.29887 -3.66192 -0.26313
C -5.87653 -2.66356 0.54020
C -5.68995 -1.27544 -0.07300
C -0.35459 2.07713 1.65273
C -0.45058 3.21051 0.67839
C -1.47201 4.09847 0.53662
C -1.26626 5.02437 -0.51163
C -0.09254 4.82773 -1.15943
S 0.78958 3.50908 -0.50248
H 1.68084 1.42468 0.46175
H 3.68386 1.47298 -0.51777
H 5.84853 0.37301 -0.92521
H 4.31652 -3.24551 0.75018
H 2.16131 -2.15123 1.16828
H -2.18738 -0.61282 1.08278
H -2.63769 1.02159 1.60096
H -2.44876 1.80132 -0.76714
H -1.92694 0.18543 -1.24552
H -4.62465 1.01087 -0.08037
H -4.31745 0.47149 -1.74517
H -2.60651 -1.87703 -1.14587
H -4.12089 -2.01175 -2.08566
H -3.54624 -4.19667 -1.09375
H -3.40498 -3.45049 0.52380
H -6.93700 -2.90868 0.62434
H -5.41610 -2.67522 1.54016
H -6.12573 -0.52468 0.59083
H -6.21541 -1.23634 -1.04460
H -1.08737 2.24938 2.44780
H 0.63464 2.04184 2.11880
H -2.34596 4.09798 1.16350
H -1.96475 5.80009 -0.76805
H 0.32006 5.37070 -1.98595
*
```

Values from the calculation:
HOMO-LUMO gap (eV): 8.534
Energy above the lowest of the compared OMol25 structures with the same formula, charge and spin (kcal/mol): 0.1
SMILES string: S=C(Nc1ccc(Cl)cc1)N(CCCN1CCOCC1)Cc1cccs1
Max |F| (eV/Å): 0.892

Löwdin population analysis, charges in e, atoms 1 to 5:
1. S 0.749
2. C -0.748
3. N 0.053
4. C -0.257
5. C -0.019

A structure of composition C10H23Cl2O5PS in a non-equilibrium geometry, computed with ωB97M-V with the def2-TZVPD basis set.

```
! wB97M-V def2-TZVPD RIJCOSX def2/J DEFGRID3
* xyz 0 1
C -1.64164 -5.03749 -0.77787
O -1.33146 -4.36662 0.42293
C -0.33040 -3.36993 0.26386
C -0.76006 -2.11555 1.04290
C 0.41483 -1.45666 1.81189
C 1.04768 -0.27921 1.04970
C 1.38827 0.92356 1.92801
C 0.16623 1.63493 2.49286
O -0.56247 2.44584 1.55141
S 0.30074 3.66374 0.91406
O -0.61054 4.25905 -0.01906
O 0.38525 4.71843 2.19633
P 0.88176 6.26676 1.65745
C 2.56365 5.95857 0.95126
O 1.24810 7.08722 3.04430
H -2.05547 -4.36393 -1.53063
H -2.38857 -5.79650 -0.55552
H -0.77016 -5.54954 -1.19700
H 0.60545 -3.76981 0.66717
H -0.16170 -3.12122 -0.78561
H -1.14708 -1.41554 0.30595
H -1.53193 -2.41986 1.74195
H 0.02610 -1.18332 2.79186
H 1.16004 -2.23596 1.95395
H 0.41001 -0.00572 0.21045
H 1.97855 -0.63471 0.60804
H 1.95778 0.55785 2.78436
H 2.06472 1.57040 1.37331
H -0.53465 0.86489 2.80393
H 0.43122 2.17403 3.40159
H 2.89622 6.92392 0.57369
H 2.54107 5.25393 0.12492
H 3.27760 5.65537 1.71750
H 1.34708 8.01910 2.79151
Cl -0.24599 -2.65848 -3.24858
C -0.95499 -2.32781 -4.85026
C -2.40894 -2.71941 -4.91399
Cl -2.63267 -4.48496 -4.82862
H -0.36599 -2.85857 -5.59368
H -0.85418 -1.25871 -5.02937
H -2.83586 -2.38852 -5.85917
H -2.97631 -2.26956 -4.10315
*
```

Values from the calculation:
HOMO-LUMO gap (eV): 9.260
Max |F| (eV/Å): 1.506

Löwdin population analysis, charges in e, atoms 1 to 5:
1. C -0.127
2. O -0.189
3. C -0.237
4. C -0.149
5. C -0.190

A cluster of 5 separate species, C34H48N5O7S in total in a non-equilibrium geometry, computed with ωB97M-V with the def2-TZVPD basis set.

```
! wB97M-V def2-TZVPD RIJCOSX def2/J DEFGRID3
* xyz -1 1
C 4.09715 -1.65801 -1.01052
C 4.69164 -0.28978 -1.57450
C 4.86114 0.75945 -0.43083
C 3.94200 0.24339 -2.84144
C 2.62521 1.02979 -2.54565
C 2.13699 1.61757 -3.93909
C 1.44350 0.13005 -2.00362
O 0.22437 0.61764 -2.58257
C -0.87046 -0.16823 -2.19066
C -2.19350 0.57548 -2.57567
C -2.12274 2.14069 -2.48807
C -3.61520 2.65737 -2.33123
S -4.23320 2.52750 -0.62070
O -3.09202 2.30724 0.24267
O -4.96414 3.70766 -0.18682
O -5.17032 1.20061 -0.59035
O -0.77942 -1.45596 -2.81759
C -1.99102 -2.20958 -2.66077
C -1.77127 -3.75564 -2.82315
N -1.38119 -4.43520 -1.57732
C -2.46207 -4.42370 -0.58344
O -2.12798 -4.30034 0.60831
O -3.69410 -4.50496 -0.91390
H 4.88132 -2.45080 -1.11320
H 3.24051 -2.00302 -1.62480
H 3.85463 -1.55038 0.06800
H 5.72682 -0.55744 -1.91324
H 5.77009 0.44774 0.15190
H 5.07663 1.79426 -0.78161
H 4.03082 0.74409 0.31631
H 4.63448 0.95943 -3.35979
H 3.78513 -0.59455 -3.56540
H 2.78012 1.84014 -1.79747
H 1.46200 2.48934 -3.82647
H 3.07111 1.99708 -4.43669
H 1.74231 0.82658 -4.61197
H 1.58970 -0.94128 -2.26405
H 1.42136 0.18097 -0.88106
H -0.88512 -0.34538 -1.07856
H -2.56480 0.30688 -3.59558
H -2.97695 0.25158 -1.84499
H -1.45705 2.53366 -1.69469
H -1.78077 2.58906 -3.45559
H -4.22460 1.93287 -2.93267
H -3.78888 3.65091 -2.79219
H -5.92832 1.31764 0.01396
H -2.64876 -1.93026 -3.52901
H -2.54549 -2.00232 -1.71693
H -2.76726 -4.13948 -3.17862
H -1.05326 -3.92995 -3.65899
H -1.27918 -5.42058 -1.84513
N 7.39556 3.98206 -2.22850
C 8.66784 4.33373 -2.02508
C 9.09427 5.10089 -0.95239
C 8.14679 5.53279 -0.03816
C 6.82056 5.18225 -0.22922
C 6.50000 4.40829 -1.33375
H 9.37191 3.97490 -2.76852
H 10.14018 5.35341 -0.83653
H 8.43898 6.13549 0.81368
H 6.05179 5.50051 0.46241
H 5.47578 4.10528 -1.52389
N 3.11866 2.69140 2.03036
C 2.29675 3.70602 2.31318
C 1.57267 3.80769 3.49039
C 1.70382 2.79774 4.42924
C 2.54878 1.73420 4.15791
C 3.23031 1.73028 2.95117
H 2.22393 4.47038 1.54661
H 0.92292 4.65471 3.66632
H 1.15364 2.83887 5.36167
H 2.67669 0.92608 4.86584
H 3.90568 0.92010 2.69535
N -5.08965 -5.66810 5.51382
C -4.09373 -4.80663 5.74654
C -3.23604 -4.33389 4.76397
C -3.41795 -4.78265 3.46462
C -4.44106 -5.67799 3.19823
C -5.24528 -6.08551 4.25120
H -3.98997 -4.48705 6.77915
H -2.44751 -3.63396 5.00925
H -2.76997 -4.43705 2.66587
H -4.61036 -6.04958 2.19540
H -6.06202 -6.78238 4.09174
N -7.21418 -0.34863 2.60365
C -6.57042 -1.02154 3.56303
C -5.72558 -2.09434 3.31908
C -5.54256 -2.49822 2.00483
C -6.20372 -1.82211 0.99629
C -7.01934 -0.76138 1.34676
H -6.74735 -0.66927 4.57418
H -5.22368 -2.59952 4.13366
H -4.89032 -3.33142 1.76948
H -6.08382 -2.11067 -0.04011
H -7.55298 -0.19499 0.58672
*
```

Values from the calculation:
HOMO-LUMO gap (eV): 6.663
Energy above the lowest of the compared OMol25 structures with the same formula, charge and spin (kcal/mol): 0.0
Max |F| (eV/Å): 3.205

Löwdin population analysis, charges in e, atoms 1 to 5:
1. C -0.065
2. C -0.390
3. C -0.095
4. C -0.172
5. C -0.297

An isolated molecule of C3H2Cl2N2O2 in a non-equilibrium geometry, computed with ωB97M-V with the def2-TZVPD basis set.

```
! wB97M-V def2-TZVPD RIJCOSX def2/J DEFGRID3
* xyz 0 1
N -2.82310 1.18714 -0.42304
C -1.93050 0.60350 -0.06696
C -0.76709 -0.13272 0.44984
Cl -1.05066 -1.89705 0.01076
C 0.63289 0.31421 -0.26997
Cl 1.15491 1.95732 0.13036
N 1.70121 -0.58566 -0.03264
O 1.68187 -1.56633 -0.77223
O 2.39656 -0.35878 0.89117
H -0.76206 0.02061 1.50592
H 0.61818 0.34536 -1.44878
*
```

Values from the calculation:
HOMO-LUMO gap (eV): 10.862
Energy above the lowest of the compared OMol25 structures with the same formula, charge and spin (kcal/mol): 7.8
SMILES string: N#C[C@@H](Cl)[C@@H](Cl)[N+](=O)[O-]
Max |F| (eV/Å): 4.824

Löwdin population analysis, charges in e, atoms 1 to 5:
1. N 0.190
2. C -0.293
3. C -0.546
4. Cl 0.667
5. C -0.636